No. 1
C30H26BF4IN2O2ReS5Si | ωB97M-V with the def2-TZVPD basis set

Computed properties:
Kohn-Sham gap (alpha / beta): 6.787 / 5.948 eV
spin multiplicity: 4

Positions of all 73 atoms, in Å:
Re  -0.372  -0.064  -0.449
C  -0.391  -0.178  -5.060
C  0.879  -0.627  -4.408
N  1.826  -1.168  -5.140
C  2.947  -1.611  -4.544
C  3.194  -1.509  -3.198
C  4.472  -2.081  -2.636
O  4.268  -2.908  -1.501
C  2.209  -0.889  -2.392
C  2.494  -0.710  -0.986
N  1.724  -0.177  -0.093
C  2.277  -0.037  1.221
C  3.604  0.345  1.388
C  4.157  0.446  2.654
C  3.392  0.170  3.776
C  2.055  -0.171  3.629
C  1.510  -0.249  2.361
I  -0.532  -0.642  2.199
C  1.026  -0.482  -3.006
O  -0.017  0.029  -2.358
H  -0.349  -0.414  -6.120
H  -0.535  0.895  -4.928
H  -1.251  -0.669  -4.604
H  3.674  -2.082  -5.195
H  5.147  -1.288  -2.304
H  4.984  -2.623  -3.436
H  3.589  -3.570  -1.692
H  3.451  -1.093  -0.651
H  4.199  0.595  0.520
H  5.189  0.752  2.759
H  3.822  0.236  4.765
H  1.441  -0.365  4.498
C  -3.176  -3.046  1.090
S  -3.620  -1.821  2.339
C  -3.979  -0.308  1.514
C  -3.655  0.206  0.314
S  -2.635  -0.542  -0.916
S  -4.343  1.771  -0.058
C  -5.122  2.059  1.452
S  -5.911  3.440  1.831
S  -4.956  0.725  2.542
H  -3.154  -3.975  1.659
H  -2.201  -2.885  0.645
H  -3.937  -3.119  0.318
C  -0.703  3.728  4.272
C  -1.830  3.805  3.469
C  -1.763  3.410  2.138
C  -0.577  2.921  1.589
C  0.554  2.868  2.412
C  0.494  3.262  3.740
Si  -0.460  2.415  -0.221
C  1.068  3.295  -0.892
C  2.015  2.723  -1.739
C  3.134  3.431  -2.161
C  3.325  4.737  -1.739
C  2.388  5.333  -0.906
C  1.276  4.619  -0.487
H  -0.750  4.046  5.306
H  -2.764  4.177  3.872
H  -2.650  3.491  1.524
H  1.503  2.530  2.008
H  1.382  3.215  4.359
H  -1.643  2.990  -0.895
H  1.876  1.715  -2.103
H  3.853  2.961  -2.821
H  4.195  5.293  -2.063
H  2.525  6.356  -0.579
H  0.561  5.098  0.173
F  1.441  -4.125  -1.141
B  0.680  -3.431  -0.221
F  1.477  -2.886  0.787
F  -0.383  -4.138  0.287
F  0.110  -2.260  -0.964

Now the Mulliken charges, all in e: number 1, Re, carries 1.63; number 2, C, carries -1.24; number 3, C, carries 0.44; number 4, N, carries -0.67; number 5, C, carries -1.04; number 6, C, carries 0.13; number 7, C, carries -0.87; number 8, O, carries -0.52; number 9, C, carries 0.98; number 10, C, carries -1.17; number 11, N, carries 0.53; number 12, C, carries -1.35; number 13, C, carries 0.09; number 14, C, carries -0.96; number 15, C, carries -0.75; number 16, C, carries -0.67; number 17, C, carries 1.10; number 18, I, carries -0.03; number 19, C, carries 0.76; number 20, O, carries -0.34; number 21, H, carries 0.41; number 22, H, carries 0.28; number 23, H, carries 0.29; number 24, H, carries 0.40; number 25, H, carries 0.31; number 26, H, carries 0.39; number 27, H, carries 0.33; number 28, H, carries 1.24; number 29, H, carries 0.50; number 30, H, carries 0.43; number 31, H, carries 0.43; number 32, H, carries 0.47; number 33, C, carries -0.39; number 34, S, carries -0.07; number 35, C, carries 0.32; number 36, C, carries -0.09; number 37, S, carries -0.43; number 38, S, carries 0.02; number 39, C, carries 0.06; number 40, S, carries -0.16; number 41, S, carries -0.14; number 42, H, carries 0.34; number 43, H, carries -0.08; number 44, H, carries 0.37; number 45, C, carries -0.58; number 46, C, carries -0.64; number 47, C, carries -0.60; number 48, C, carries 0.22; number 49, C, carries 0.04; number 50, C, carries -0.66; number 51, Si, carries 0.41; number 52, C, carries 0.13; number 53, C, carries -0.17; number 54, C, carries -0.48; number 55, C, carries -0.59; number 56, C, carries -0.59; number 57, C, carries -0.53; number 58, H, carries 0.40; number 59, H, carries 0.45; number 60, H, carries 0.43; number 61, H, carries 0.54; number 62, H, carries 0.44; number 63, H, carries -0.27; number 64, H, carries 0.32; number 65, H, carries 0.46; number 66, H, carries 0.38; number 67, H, carries 0.41; number 68, H, carries 0.38; number 69, F, carries -0.34; number 70, B, carries 0.14; number 71, F, carries -0.36; number 72, F, carries -0.28; number 73, F, carries -0.35

=====

No. 2
C30H26BrN4O4S3Sr | ωB97M-V with the def2-TZVPD basis set

Computed properties:
Kohn-Sham gap: 7.788 eV
charge: +1

Positions of all 69 atoms, in Å:
Sr  0.245  -0.218  -0.050
S  3.162  -0.312  0.152
C  3.546  -1.920  -0.128
N  4.742  -2.416  0.131
C  5.010  -3.847  -0.034
C  3.789  -4.609  0.387
N  2.670  -4.157  -0.441
C  1.751  -5.215  -0.887
C  2.417  -6.101  -1.912
C  2.833  -5.578  -3.136
C  3.456  -6.394  -4.067
C  3.665  -7.740  -3.787
C  3.251  -8.265  -2.574
C  2.631  -7.445  -1.638
C  2.527  -2.887  -0.728
S  1.345  -2.312  -1.780
C  5.884  -1.611  0.580
C  6.990  -1.675  -0.443
C  8.209  -2.265  -0.140
C  9.210  -2.339  -1.102
C  8.989  -1.829  -2.372
C  7.770  -1.237  -2.680
C  6.775  -1.158  -1.719
H  5.867  -4.102  0.584
H  5.264  -4.063  -1.075
H  3.542  -4.448  1.439
H  3.928  -5.673  0.207
H  0.859  -4.735  -1.277
H  1.480  -5.779  0.002
H  2.659  -4.531  -3.359
H  3.771  -5.983  -5.017
H  4.148  -8.376  -4.517
H  3.408  -9.312  -2.352
H  2.303  -7.859  -0.690
H  6.215  -2.011  1.539
H  5.539  -0.594  0.734
H  8.384  -2.663  0.853
H  10.160  -2.795  -0.856
H  9.766  -1.890  -3.122
H  7.599  -0.831  -3.668
H  5.826  -0.687  -1.952
O  -0.431  5.168  -4.306
C  -0.270  4.097  -3.521
C  -1.102  3.793  -2.446
C  -0.826  2.661  -1.717
N  0.191  1.821  -1.969
C  0.965  2.137  -3.005
Br  2.382  0.964  -3.407
C  0.792  3.246  -3.804
H  -1.194  5.693  -4.036
H  -1.943  4.423  -2.185
H  -1.466  2.412  -0.875
H  1.454  3.454  -4.631
O  0.887  -4.400  1.874
S  0.962  -3.130  2.543
O  2.265  -2.712  2.982
N  0.270  -1.956  1.628
C  -0.861  -1.510  2.176
O  -1.527  -0.596  1.637
C  -1.207  -2.149  3.476
C  -2.296  -1.909  4.290
C  -2.390  -2.627  5.476
C  -1.415  -3.556  5.830
C  -0.318  -3.796  5.009
C  -0.242  -3.071  3.840
H  -3.046  -1.185  4.001
H  -3.231  -2.465  6.136
H  -1.514  -4.103  6.758
H  0.440  -4.519  5.277

Now the Mulliken charges, all in e: number 1, Sr, carries 1.44; number 2, S, carries -0.50; number 3, C, carries 0.73; number 4, N, carries 0.33; number 5, C, carries -0.69; number 6, C, carries -0.88; number 7, N, carries 0.70; number 8, C, carries -1.66; number 9, C, carries 0.54; number 10, C, carries -0.25; number 11, C, carries -0.75; number 12, C, carries -0.43; number 13, C, carries -0.65; number 14, C, carries -0.16; number 15, C, carries -0.11; number 16, S, carries -0.21; number 17, C, carries -1.47; number 18, C, carries 0.58; number 19, C, carries -0.37; number 20, C, carries -0.63; number 21, C, carries -0.42; number 22, C, carries -0.66; number 23, C, carries -0.23; number 24, H, carries 0.58; number 25, H, carries 0.27; number 26, H, carries 0.22; number 27, H, carries 0.50; number 28, H, carries 0.67; number 29, H, carries 0.39; number 30, H, carries 0.40; number 31, H, carries 0.42; number 32, H, carries 0.40; number 33, H, carries 0.39; number 34, H, carries 0.41; number 35, H, carries 0.46; number 36, H, carries 0.50; number 37, H, carries 0.38; number 38, H, carries 0.38; number 39, H, carries 0.39; number 40, H, carries 0.40; number 41, H, carries 0.55; number 42, O, carries -0.49; number 43, C, carries 0.97; number 44, C, carries -0.76; number 45, C, carries -0.34; number 46, N, carries -0.26; number 47, C, carries -0.08; number 48, Br, carries -0.10; number 49, C, carries -0.44; number 50, H, carries 0.31; number 51, H, carries 0.33; number 52, H, carries 0.44; number 53, H, carries 0.45; number 54, O, carries -0.68; number 55, S, carries 1.26; number 56, O, carries -0.66; number 57, N, carries -0.82; number 58, C, carries 1.11; number 59, O, carries -0.99; number 60, C, carries 0.02; number 61, C, carries -0.59; number 62, C, carries -0.50; number 63, C, carries -0.62; number 64, C, carries -0.54; number 65, C, carries 0.27; number 66, H, carries 0.48; number 67, H, carries 0.40; number 68, H, carries 0.41; number 69, H, carries 0.48